# 1
Molecular formula: C5H7O4Tm
Method: DFT, ωB97M-V/def2-TZVPD

Properties
HOMO (spin up / spin down) = -0.396 / -0.486 Ha
LUMO level (spin up / spin down) = -5.22 / -5.18 eV
Energy relative to the best compared isomer or geometry (same formula, charge and spin) = 44.8 kJ/mol
⟨S²⟩ = 3.81
Gap between HOMO and LUMO (spin up / spin down) = 5.55 / 8.05 eV

ORCA input file:
```
! RIJCOSX wB97M-V def2-TZVPD def2/J DEFGRID3
* xyz 1 4
O 2.53 -0.06 0.39
Tm 1.27 -1.48 -0.42
C 2.23 1.30 0.57
C 0.75 1.54 0.80
H 2.78 1.69 1.45
H 2.56 1.90 -0.30
H 0.30 0.84 1.51
H 0.47 2.60 0.78
C -0.83 1.11 -0.90
C -0.66 -0.27 -1.13
H -0.27 1.72 -1.62
H -1.83 1.52 -0.67
O -1.83 -1.00 -0.68
C -1.62 -2.20 -0.23
O -0.52 -2.68 0.03
O -2.75 -2.80 0.08
H -2.58 -3.72 0.32
*
```

=====

# 2
Molecular formula: C5H7O5P
Method: DFT, ωB97M-V/def2-TZVPD

Properties
HOMO = 0.007 Ha
SMILES string = C[C@@]1(P(=O)([O-])[O-])CCOC1=O
LUMO level = 6.36 eV
Energy relative to the best compared isomer or geometry (same formula, charge and spin) = 4.0 kJ/mol
Gap between HOMO and LUMO = 6.18 eV

ORCA input file:
```
! RIJCOSX wB97M-V def2-TZVPD def2/J DEFGRID3
* xyz -2 1
C 0.35 -0.37 1.66
C 0.57 0.41 0.31
P 2.52 0.07 -0.10
O 3.26 0.76 0.99
O 2.49 -1.40 -0.05
O 2.69 0.75 -1.50
C -0.34 -0.29 -0.90
C -0.38 1.00 -1.70
O -0.58 2.07 -0.86
C 0.05 1.81 0.29
O -0.03 2.69 1.14
H 1.33 -0.09 2.23
H 0.36 -1.44 1.54
H -0.55 -0.09 2.31
H -1.28 -0.60 -0.47
H 0.36 -1.01 -1.34
H 0.61 1.12 -2.35
H -1.13 1.04 -2.41
*
```

=====

# 3
Molecular formula: C5H7OP
Method: DFT, ωB97M-V/def2-TZVPD

Properties
HOMO = -0.315 Ha
LUMO level = -0.01 eV
Energy relative to the best compared isomer or geometry (same formula, charge and spin) = 246.9 kJ/mol
Gap between HOMO and LUMO = 8.55 eV

ORCA input file:
```
! RIJCOSX wB97M-V def2-TZVPD def2/J DEFGRID3
* xyz 0 1
C 1.56 0.14 0.09
C 1.01 1.01 1.07
C 1.02 -1.09 -0.06
C -0.02 0.65 1.85
C -1.56 -0.10 -1.32
O -1.72 -1.08 -0.28
P -0.58 -1.42 0.89
H 2.37 0.36 -0.56
H 1.68 1.80 1.47
H 1.29 -1.88 -0.82
H -0.60 1.29 2.57
H -1.53 -0.56 -2.38
H -0.50 0.35 -1.16
H -2.42 0.51 -1.34
*
```

=====

# 4
Molecular formula: C5H7P
Method: DFT, ωB97M-V/def2-TZVPD

Properties
HOMO = -0.326 Ha
LUMO level = 0.78 eV
Energy relative to the best compared isomer or geometry (same formula, charge and spin) = 323.2 kJ/mol
Gap between HOMO and LUMO = 9.65 eV

ORCA input file:
```
! RIJCOSX wB97M-V def2-TZVPD def2/J DEFGRID3
* xyz 0 1
C -0.34 -0.88 0.76
C 0.46 -2.31 -0.68
C -0.13 0.24 0.14
C 0.59 0.43 -1.15
C -0.52 1.38 1.05
P 1.06 -1.33 -1.87
H -0.72 -1.09 1.82
H 0.32 -3.43 -0.66
H -0.15 0.90 -1.78
H 1.41 1.20 -1.23
H 0.30 1.80 1.50
H -1.16 0.96 1.72
H -1.13 2.12 0.39
*
```

=====

# 5
Molecular formula: C5H7P
Method: DFT, ωB97M-V/def2-TZVPD

Properties
HOMO (spin up / spin down) = -0.323 / -0.303 Ha
LUMO level (spin up / spin down) = -0.20 / -0.88 eV
Energy relative to the best compared isomer or geometry (same formula, charge and spin) = 403.4 kJ/mol
Gap between HOMO and LUMO (spin up / spin down) = 8.59 / 7.38 eV

ORCA input file:
```
! RIJCOSX wB97M-V def2-TZVPD def2/J DEFGRID3
* xyz 0 1
C -1.90 -1.24 0.07
C -0.38 -1.78 -0.08
C 0.39 0.60 -0.41
C -0.86 1.31 0.24
C 0.58 -0.73 0.32
P -2.42 0.31 -0.03
H -0.21 -2.69 0.61
H -0.44 -2.02 -1.15
H 0.24 0.40 -1.53
H 1.16 1.45 -0.09
H -0.71 1.14 1.37
H -0.75 2.39 -0.12
H 0.80 -0.58 1.39
*
```

=====

# 6
Molecular formula: C5H7P
Method: DFT, ωB97M-V/def2-TZVPD

Properties
HOMO = -0.341 Ha
SMILES string = C#CP=C(C)C
LUMO level = -0.11 eV
Energy relative to the best compared isomer or geometry (same formula, charge and spin) = 350.3 kJ/mol
Gap between HOMO and LUMO = 9.17 eV

ORCA input file:
```
! RIJCOSX wB97M-V def2-TZVPD def2/J DEFGRID3
* xyz 0 1
C 0.07 -3.49 0.06
C -0.29 -2.44 -0.41
P -0.50 -0.47 -1.49
C -0.32 0.70 -0.32
C 0.17 2.11 -0.77
C -0.15 0.26 1.08
H 0.34 -4.51 0.03
H 0.13 2.15 -1.86
H -0.11 3.00 -0.07
H 1.31 2.22 -0.76
H -0.61 -0.76 1.25
H -0.82 0.89 1.78
H 0.78 0.34 1.48
*
```

=====

no.,molecular weight (u)
1,300.0
2,178.1
3,114.1
4,98.1
5,98.1
6,98.1